{
  "formula": "C28H23F3FeIN7O5S",
  "method": "wB97M-V/def2-TZVPD",
  "species": ["I", "Fe", "S", "F", "F", "F", "O", "O", "O", "O", "O", "N", "N", "N", "N", "N", "N", "N", "C", "C", "C", "C", "C", "C", "C", "C", "C", "C", "C", "C", "C", "C", "C", "C", "C", "C", "C", "C", "C", "C", "C", "C", "C", "C", "C", "C", "H", "H", "H", "H", "H", "H", "H", "H", "H", "H", "H", "H", "H", "H", "H", "H", "H", "H", "H", "H", "H", "H", "H"],
  "coordinates": [[3.27311, 0.06523, -1.68246], [0.31552, 0.21086, -0.15502], [2.07704, 3.16464, 0.05737], [0.67389, 4.83347, -1.38094], [0.27649, 4.92222, 0.75050], [2.10583, 5.76659, -0.04886], [2.56176, 3.16229, 1.41533], [-1.47701, -0.23520, -0.60319], [0.94090, 2.23426, -0.14313], [3.06870, 3.08175, -0.98306], [-2.94191, -1.12854, -2.02382], [2.22142, 0.31433, 1.59070], [-0.54362, 1.03222, 1.65975], [0.49503, -1.62554, 1.02973], [-0.14412, 2.56363, 3.20000], [-0.15442, 0.91189, -2.55475], [1.52773, -3.17369, 2.21970], [1.03513, -1.71814, -1.49762], [-0.09285, 2.01470, -4.66273], [2.24905, -1.70720, -2.03886], [-2.29768, 3.88054, 2.99898], [-1.32221, 1.47984, -5.00355], [2.76432, -1.02779, 1.73244], [-1.35021, 0.42244, -2.88082], [2.78989, -2.75437, -2.76185], [1.23083, 4.77935, -0.17029], [2.00031, -3.87776, -2.95037], [0.30883, 1.48349, 2.54831], [0.72682, -3.90545, -2.40803], [0.28452, -2.81311, -1.68437], [0.26220, -3.68406, 1.95974], [-2.86447, 1.90042, 1.03185], [-1.96934, 0.66089, -4.09075], [-2.00841, -0.39687, -1.80502], [-1.64604, -5.05987, 1.91661], [-3.76477, 2.90180, 1.33534], [-0.33926, -4.88341, 2.32118], [-3.48620, 3.88128, 2.29917], [0.46271, 1.70465, -3.43170], [1.61374, 0.81849, 2.82752], [-0.39242, -2.69829, 1.21809], [-1.64804, 1.90064, 1.71391], [-1.39513, 2.87396, 2.68223], [1.59981, -1.95704, 1.64707], [-2.32540, -4.07084, 1.18936], [-1.72195, -2.88144, 0.83417], [-2.25503, -2.11952, 0.28586], [2.92027, 0.97176, 1.26746], [1.41997, 2.10896, -3.14085], [2.28234, 1.49581, 3.35874], [-2.16081, -5.97662, 2.17192], [0.44032, 2.67180, -5.33507], [-1.77524, 1.70430, -5.96016], [2.38041, -4.72039, -3.51313], [3.46664, -1.22014, 0.92192], [0.39609, 3.11978, 3.84145], [-2.93643, 0.21858, -4.28310], [1.40530, -0.03013, 3.48446], [-3.09238, 1.13943, 0.30212], [-4.22299, 4.64586, 2.50552], [3.78884, -2.68575, -3.16765], [0.07879, -4.76133, -2.53422], [-2.08144, 4.62736, 3.75155], [-4.71694, 2.92877, 0.82272], [3.30029, -1.18659, 2.67503], [-0.69859, -2.80970, -1.23831], [2.25167, -3.61007, 2.76451], [-3.35531, -4.24273, 0.90617], [0.18413, -5.63669, 2.89517]],
  "lowdin_spin": [0.028, 4.296, 0.007, 0.000, 0.000, 0.001, 0.002, 0.174, 0.054, 0.003, 0.032, 0.045, 0.085, 0.076, 0.006, 0.052, 0.001, 0.050, 0.002, 0.002, 0.001, -0.001, 0.002, 0.003, 0.002, 0.003, -0.002, 0.012, 0.002, 0.002, 0.003, 0.001, 0.002, 0.015, 0.000, 0.000, 0.000, 0.001, 0.004, 0.002, 0.005, 0.007, 0.003, 0.006, 0.000, 0.001, 0.000, 0.000, 0.000, 0.001, 0.000, 0.000, 0.000, 0.000, 0.000, 0.000, 0.000, 0.000, 0.000, 0.000, 0.001, 0.000, 0.000, 0.000, 0.001, 0.000, 0.000, 0.000, 0.000],
  "multiplicity": 6,
  "charge": 1,
  "orbital_gap_ev": [8.8709, 6.9135],
  "homo_energy_ev": [-11.3084, -11.3010]
}